1.
ORCA calculation (the ωB97M-V functional and the def2-TZVPD basis) on a cluster of 2 separate species, C2H5NS in total.

* structure (SMILES): C=C.N=S
* HOMO-LUMO gap (alpha / beta): 7.20 / 7.36 eV
* E_LUMO (alpha / beta): -1.135 / -1.110 eV
* HOMO (alpha / beta): -8.34 / -8.47 eV

```
! RIJCOSX wB97M-V def2-TZVPD def2/J DEFGRID3
* xyz 0 1
C 0.32660 -0.81098 -0.00836
C 0.47683 -0.37851 1.20371
H 1.14988 -0.99043 -0.61017
H -0.60989 -0.99547 -0.49446
H -0.35443 -0.14564 1.75465
H 1.43295 -0.31450 1.77413
N -0.59394 1.30541 -0.86928
S -2.05083 0.96683 -1.33571
H 0.22282 1.36330 -1.41451
*
```

Atomic partial charges in e from the Mulliken method, atoms 1 to 2: atom 1 (C): -0.81, atom 2 (C): -0.23



2.
ORCA calculation (the ωB97M-V functional and the def2-TZVPD basis) on a cluster of 2 separate species, C2H5NS in total.

* structure (SMILES): C#N.CS
* HOMO-LUMO gap: 10.07 eV
* E_LUMO: 0.733 eV
* HOMO: -9.34 eV

```
! RIJCOSX wB97M-V def2-TZVPD def2/J DEFGRID3
* xyz 0 1
C 2.44014 0.94987 0.23276
N 2.97413 0.07911 -0.26149
H 1.93122 1.74774 0.85110
C -1.08627 -0.99046 -0.21486
S -1.53763 0.81206 -0.58901
H -1.79152 -1.70561 -0.48539
H -0.68667 -1.17593 0.77320
H -0.26979 -0.98720 -0.86047
H -1.97363 1.27041 0.55415
*
```

Atomic partial charges in e from the Mulliken method, atoms 1 to 2: atom 1 (C): 0.12, atom 2 (N): -0.35



Winner for stability: 2



1.
ORCA calculation (the ωB97M-V functional and the def2-TZVPD basis) on a cluster of 2 separate species, C2H8N4O in total.

* HOMO-LUMO gap (alpha / beta): 8.94 / 8.94 eV
* E_LUMO (alpha / beta): -9.292 / -9.292 eV
* HOMO (alpha / beta): -18.23 / -18.23 eV

```
! RIJCOSX wB97M-V def2-TZVPD def2/J DEFGRID3
* xyz 2 1
C -1.17399 1.50788 0.20582
C 1.59545 -1.06419 0.32548
N 0.87204 -0.05539 0.58899
N -2.01553 0.54992 0.43781
N -0.76658 2.61875 -0.20384
N 1.04369 -2.08690 -0.65811
O -1.82169 -0.58833 0.05586
H 2.63144 -1.31417 0.63700
H 1.28102 0.37989 1.35043
H -3.01798 0.84877 0.64429
H 0.14475 3.05284 0.15857
H -1.24425 3.08483 -1.03983
H -0.02258 -1.74205 -0.89726
H 0.83896 -2.89138 -0.07387
H 1.65526 -2.30047 -1.53133
*
```

Atomic partial charges in e from the Mulliken method, atoms 1 to 2: atom 1 (C): 0.47, atom 2 (C): -0.11



2.
ORCA calculation (the ωB97M-V functional and the def2-TZVPD basis) on a cluster of 2 separate species, C2H8N4O in total.

* HOMO-LUMO gap: 10.56 eV
* E_LUMO: -7.309 eV
* HOMO: -17.87 eV

```
! RIJCOSX wB97M-V def2-TZVPD def2/J DEFGRID3
* xyz 2 1
C -8.55307 -1.18978 -0.98255
C 6.77468 1.74820 1.18733
N -8.24427 -1.67088 0.12231
N 6.54788 2.00104 -1.09597
N -7.35933 -2.93958 0.06668
N 7.12371 1.59325 -0.18156
O -8.70250 -0.53240 -1.92564
H 5.82423 2.10684 1.47090
H 6.96564 0.72295 1.58454
H 7.35042 2.63268 1.53509
H -8.84729 -1.49950 1.03395
H 6.85305 1.90440 -2.13602
H -7.33907 -3.32222 -0.86068
H -6.44908 -2.65537 0.37422
H 8.05501 1.10037 -0.19260
*
```

Atomic partial charges in e from the Mulliken method, atoms 1 to 2: atom 1 (C): 0.60, atom 2 (C): -0.63



Winner for stability: 2



1.
ORCA calculation (the ωB97M-V functional and the def2-TZVPD basis) on an isolated molecule of C19H22N2O6S2.

* structure (SMILES): Cc1ccc(NC(=O)COC(=O)c2sccc2C)cc1S(=O)(=O)N1CCOCC1
* HOMO-LUMO gap: 9.02 eV
* E_LUMO: 0.239 eV
* HOMO: -8.79 eV

```
! RIJCOSX wB97M-V def2-TZVPD def2/J DEFGRID3
* xyz 0 1
C 4.49323 0.30851 -1.53481
C 3.32990 1.05525 -0.96330
C 2.69808 2.02808 -1.74102
C 1.57498 2.69661 -1.30264
C 1.05622 2.43846 -0.03463
N -0.14261 3.05385 0.34563
C -1.04191 2.51318 1.21567
O -0.80084 1.63560 2.00882
C -2.45879 3.10683 1.12370
O -3.37979 2.03370 1.01097
C -3.06115 1.11716 0.07054
O -2.12728 1.27363 -0.68907
C -3.94835 -0.02026 0.10116
S -5.23813 -0.06800 1.26105
C -5.72238 -1.60431 0.68454
C -4.93876 -2.05518 -0.33288
C -3.90894 -1.15568 -0.68449
C -2.90760 -1.42131 -1.74949
C 1.72046 1.53375 0.78216
C 2.81580 0.83507 0.30712
S 3.36870 -0.43127 1.47185
O 3.15509 0.06693 2.79564
O 4.67785 -0.91144 1.12968
N 2.33408 -1.71043 1.26442
C 2.42214 -2.47972 0.04798
C 1.29218 -2.10445 -0.91704
O 0.03547 -2.25102 -0.29265
C -0.07324 -1.40091 0.83502
C 1.01989 -1.70244 1.86506
H 4.13951 -0.44906 -2.23569
H 5.06231 -0.18012 -0.75146
H 5.14102 0.98977 -2.08292
H 3.08915 2.23927 -2.72554
H 1.08683 3.41225 -1.94853
H -0.50317 3.70325 -0.34030
H -2.71687 3.61525 2.05422
H -2.56825 3.78644 0.27136
H -6.56526 -2.09476 1.13059
H -5.08522 -3.00117 -0.82275
H -2.60074 -0.49418 -2.22526
H -2.01639 -1.87543 -1.31304
H -3.31632 -2.10422 -2.49036
H 1.38937 1.34617 1.78830
H 3.40346 -2.29602 -0.38674
H 2.33430 -3.54247 0.30419
H 1.28166 -2.77365 -1.77961
H 1.41537 -1.06514 -1.25966
H -1.05817 -1.58826 1.26506
H -0.02147 -0.35411 0.50990
H 1.02205 -0.95969 2.66060
H 0.84256 -2.69428 2.29870
*
```

Atomic partial charges in e from the Mulliken method, atoms 1 to 2: atom 1 (C): -1.90, atom 2 (C): 0.66



2.
ORCA calculation (the ωB97M-V functional and the def2-TZVPD basis) on an isolated molecule of C19H22N2O6S2.

* structure (SMILES): CCN(C(=O)CN1C(=O)S/C(=C\c2cccc(OC)c2)C1=O)[C@H]1CCS(=O)(=O)C1
* HOMO-LUMO gap: 7.87 eV
* E_LUMO: -0.667 eV
* HOMO: -8.54 eV

```
! RIJCOSX wB97M-V def2-TZVPD def2/J DEFGRID3
* xyz 0 1
C -3.77705 -2.31366 2.21348
C -3.97042 -2.35670 0.69803
N -3.41117 -1.18764 0.04798
C -2.15723 -1.12294 -0.44003
O -1.69998 -0.13183 -0.97475
C -1.27619 -2.37707 -0.29898
N 0.09468 -1.93956 -0.42364
C 0.82063 -2.15794 -1.56096
O 0.50704 -2.85213 -2.48315
S 2.36227 -1.27353 -1.43224
C 1.92934 -0.58948 0.12641
C 2.61738 0.24936 0.92826
C 3.91766 0.84665 0.77520
C 4.39813 1.65596 1.81070
C 5.64342 2.24686 1.71088
C 6.42410 2.04928 0.58969
C 5.95969 1.24726 -0.45869
O 6.79561 1.11608 -1.51766
C 6.38255 0.33131 -2.61360
C 4.71207 0.64976 -0.35960
C 0.59916 -1.06572 0.52231
O 0.00293 -0.78466 1.53733
C -4.21337 0.03714 0.08449
C -3.51663 1.15980 0.90936
C -3.16095 2.33015 0.01970
S -4.59204 2.34872 -1.08898
O -4.35550 3.04410 -2.32119
O -5.77330 2.70169 -0.34835
C -4.55467 0.54206 -1.31204
H -4.32329 -1.47837 2.64353
H -2.72628 -2.19285 2.46483
H -4.14258 -3.23374 2.66093
H -3.51787 -3.25562 0.27878
H -5.03788 -2.39310 0.46302
H -1.39383 -2.84788 0.67780
H -1.47934 -3.08679 -1.10477
H 2.09157 0.50518 1.84284
H 3.79089 1.81416 2.68882
H 6.01076 2.86846 2.51333
H 7.39740 2.50344 0.49480
H 7.19958 0.37918 -3.33134
H 5.47268 0.72982 -3.07211
H 6.21595 -0.70997 -2.32177
H 4.33897 0.03030 -1.15676
H -5.14196 -0.22529 0.59516
H -2.62891 0.75513 1.39717
H -4.20973 1.50398 1.67766
H -2.29018 2.13419 -0.59750
H -3.06697 3.26808 0.55425
H -5.50666 0.18041 -1.68376
H -3.76049 0.34800 -2.02485
*
```

Atomic partial charges in e from the Mulliken method, atoms 1 to 2: atom 1 (C): -1.01, atom 2 (C): -0.92



Winner for stability: 2



1.
ORCA calculation (the ωB97M-V functional and the def2-TZVPD basis) on a cluster of 2 separate species, C2H10NO in total.

* HOMO-LUMO gap: 10.63 eV
* E_LUMO: -4.065 eV
* HOMO: -14.69 eV

```
! RIJCOSX wB97M-V def2-TZVPD def2/J DEFGRID3
* xyz 1 1
N -2.22855 -0.38062 -0.39396
H -2.55833 0.64104 -0.13534
H -2.73769 -0.97364 0.21251
H -1.25526 -0.49006 -0.49286
H -2.63991 -0.54911 -1.41862
C 1.53124 0.03554 0.29192
O 0.54564 -0.88727 -0.32320
C 0.73579 1.33364 0.56547
H 2.37939 0.21740 -0.23550
H 2.02498 -0.36904 1.24443
H 1.06924 -1.75971 -0.50826
H 0.21592 1.62656 -0.49520
H 1.27530 2.15301 0.97467
H -0.14108 1.05104 1.05307
*
```

Atomic partial charges in e from the Mulliken method, atoms 1 to 2: atom 1 (N): -0.46, atom 2 (H): 0.44



2.
ORCA calculation (the ωB97M-V functional and the def2-TZVPD basis) on a cluster of 2 separate species, C2H10NO in total.

* HOMO-LUMO gap: 13.51 eV
* E_LUMO: -3.270 eV
* HOMO: -16.78 eV

```
! RIJCOSX wB97M-V def2-TZVPD def2/J DEFGRID3
* xyz 1 1
O -2.19411 0.84711 -0.01309
H -2.59847 0.64143 -0.86496
H -0.67595 0.17322 0.27201
H -2.85617 1.21874 0.58270
C 0.50056 -1.34268 -0.65929
N 0.27974 -0.26623 0.33697
C 1.32064 0.87612 0.45423
H 0.08768 -1.08406 -1.62325
H 1.55991 -1.56384 -0.63724
H -0.09904 -2.18907 -0.32585
H 0.13844 -0.53241 1.28571
H 0.83071 1.81052 0.22335
H 1.90165 0.66012 -0.44184
H 1.80441 0.75103 1.41056
*
```

Atomic partial charges in e from the Mulliken method, atoms 1 to 2: atom 1 (O): -0.65, atom 2 (H): 0.31



Winner for stability: 2